{"formula": "C46H64N2O3PtS", "method": "the ωB97M-V functional and the def2-TZVPD basis", "gap_ha": 0.24640, "e_lumo_ev": 0.18, "total_energy_ha": -2643.93630, "species": ["Pt", "C", "N", "C", "C", "C", "N", "C", "C", "C", "C", "C", "C", "C", "O", "C", "C", "C", "C", "C", "C", "C", "C", "C", "C", "C", "C", "C", "C", "C", "O", "C", "C", "C", "C", "C", "C", "C", "C", "H", "H", "H", "H", "H", "H", "H", "H", "H", "H", "H", "H", "H", "H", "H", "H", "H", "H", "H", "H", "H", "H", "H", "H", "H", "H", "H", "H", "H", "H", "H", "H", "H", "H", "H", "H", "H", "H", "H", "H", "H", "H", "H", "H", "H", "H", "H", "H", "H", "H", "H", "H", "H", "H", "O", "S", "C", "C", "C", "C", "C", "C", "C", "C", "C", "C", "C", "C", "H", "H", "H", "H", "H", "H", "H", "H", "H", "H"], "xyz": [[-0.6396, -0.1907, -0.5204], [-3.0709, -0.8744, -2.7856], [-2.8537, 0.0462, -1.6791], [-2.9212, 1.4325, -2.1268], [-3.7621, -0.2019, -0.5596], [-3.1696, 0.2674, 0.7684], [-1.8641, -0.3757, 1.0918], [-1.2424, 0.3095, 2.2784], [-1.0653, 1.7783, 2.0510], [-1.8288, 2.7107, 2.7426], [-1.6764, 4.0691, 2.5172], [-0.7189, 4.4523, 1.5726], [0.0596, 3.5657, 0.8459], [-0.1339, 2.1764, 1.0691], [0.5492, 1.2446, 0.4167], [1.0537, 4.0523, -0.2058], [2.4437, 3.4497, 0.0477], [1.1988, 5.5759, -0.2038], [0.5485, 3.6232, -1.5918], [-2.4665, 5.1374, 3.2708], [-3.1442, 6.0921, 2.2782], [-1.5096, 5.9372, 4.1655], [-3.5560, 4.5276, 4.1541], [-2.1535, -1.8088, 1.4260], [-0.9583, -2.6707, 1.6218], [-0.7121, -3.2565, 2.8501], [0.3381, -4.1455, 3.0275], [1.1574, -4.3659, 1.9230], [0.9793, -3.7636, 0.6815], [-0.1528, -2.9264, 0.4859], [-0.4989, -2.4148, -0.6824], [2.0350, -3.9114, -0.4088], [3.1359, -4.9146, -0.0494], [1.4081, -4.3672, -1.7332], [2.7096, -2.5407, -0.5558], [0.5557, -4.8124, 4.3832], [0.7568, -3.7367, 5.4595], [-0.6759, -5.6566, 4.7402], [1.7798, -5.7279, 4.3924], [-4.0985, -0.8170, -3.1754], [-2.8625, -1.8924, -2.4549], [-2.3879, -0.6261, -3.5983], [-3.8855, 1.6513, -2.6129], [-2.1142, 1.6223, -2.8308], [-2.7870, 2.1093, -1.2839], [-3.9724, -1.2703, -0.5251], [-4.7282, 0.3054, -0.7086], [-3.8698, 0.0349, 1.5806], [-3.0164, 1.3447, 0.7682], [-0.2875, -0.1940, 2.4301], [-1.8817, 0.1337, 3.1520], [-2.5407, 2.3469, 3.4743], [-0.5813, 5.5111, 1.3978], [2.8224, 3.7627, 1.0227], [3.1432, 3.8054, -0.7143], [2.4104, 2.3643, 0.0223], [1.4924, 5.9527, 0.7776], [0.2763, 6.0768, -0.5042], [1.9754, 5.8613, -0.9157], [0.4647, 2.5398, -1.6491], [1.2368, 3.9720, -2.3682], [-0.4330, 4.0610, -1.7912], [-2.4175, 6.6093, 1.6529], [-3.7192, 6.8494, 2.8150], [-3.8243, 5.5469, 1.6215], [-0.7401, 6.4326, 3.5727], [-1.0106, 5.2794, 4.8786], [-2.0538, 6.7025, 4.7235], [-4.2471, 3.9162, 3.5712], [-4.1312, 5.3238, 4.6294], [-3.1334, 3.9081, 4.9463], [-2.7353, -2.2028, 0.5940], [-2.7815, -1.8058, 2.3244], [-1.3788, -3.0233, 3.6748], [2.0064, -5.0205, 2.0463], [2.7429, -5.9264, 0.0676], [3.6595, -4.6379, 0.8664], [3.8723, -4.9350, -0.8555], [0.9619, -5.3571, -1.6193], [2.1799, -4.4375, -2.5066], [0.6329, -3.6762, -2.0542], [3.1815, -2.2544, 0.3854], [1.9813, -1.7668, -0.7981], [3.4836, -2.5702, -1.3254], [-0.1172, -3.0909, 5.5469], [1.6148, -3.1077, 5.2187], [0.9303, -4.1987, 6.4340], [-1.5771, -5.0444, 4.7825], [-0.5451, -6.1327, 5.7147], [-0.8359, -6.4367, 3.9946], [2.6949, -5.1776, 4.1699], [1.6815, -6.5384, 3.6689], [1.8920, -6.1754, 5.3816], [0.3973, 0.1678, -2.3411], [0.8363, -0.9397, -3.2898], [2.6052, -0.7497, -3.4512], [3.2063, 0.4316, -3.0482], [4.5783, 0.5591, -3.1907], [5.3218, -0.4762, -3.7430], [4.7023, -1.6507, -4.1446], [3.3324, -1.7994, -3.9864], [0.4092, -0.2415, -4.8855], [-0.0087, 1.0732, -4.9782], [-0.3465, 1.5833, -6.2245], [-0.2658, 0.7816, -7.3522], [0.1597, -0.5365, -7.2438], [0.4973, -1.0568, -6.0054], [2.6106, 1.2181, -2.6041], [5.0688, 1.4669, -2.8664], [6.3931, -0.3707, -3.8491], [5.2871, -2.4619, -4.5574], [2.8402, -2.7250, -4.2569], [-0.0445, 1.6853, -4.0881], [-0.6705, 2.6121, -6.3109], [-0.5347, 1.1821, -8.3200], [0.2231, -1.1617, -8.1241], [0.8248, -2.0845, -5.9131]], "atomic_forces_ev_per_a": [[0.36, -0.33, 0.54], [-0.07, -0.03, 0.10], [-0.18, 0.06, 0.00], [-0.04, -0.03, 0.02], [0.18, 0.00, 0.03], [-0.11, 0.01, -0.14], [0.11, 0.10, -0.18], [-0.01, -0.01, 0.02], [0.17, 0.05, -0.23], [0.07, 0.03, 0.03], [0.00, 0.01, 0.03], [-0.03, 0.02, 0.06], [-0.03, -0.18, 0.01], [-0.12, -0.04, 0.29], [-0.38, 0.24, -0.42], [0.01, -0.01, -0.02], [0.02, 0.06, -0.02], [0.01, -0.02, -0.02], [0.03, 0.03, -0.01], [-0.02, 0.00, 0.00], [-0.01, -0.02, 0.02], [-0.01, 0.00, -0.01], [0.03, 0.01, 0.00], [-0.02, -0.13, -0.01], [0.11, 0.05, -0.13], [0.04, -0.04, -0.02], [0.00, 0.01, 0.00], [0.03, 0.10, 0.08], [-0.13, 0.00, -0.01], [-0.16, -0.12, 0.14], [-0.04, 0.22, -0.22], [0.04, -0.05, -0.02], [-0.06, 0.00, -0.03], [0.08, 0.04, -0.05], [-0.01, 0.01, -0.04], [0.00, -0.01, 0.02], [0.00, -0.02, 0.00], [0.02, 0.01, 0.02], [-0.02, 0.01, 0.00], [0.00, 0.00, -0.02], [0.00, 0.00, -0.01], [0.04, 0.01, -0.02], [0.01, 0.01, 0.00], [0.03, 0.01, -0.07], [0.01, 0.00, 0.01], [-0.02, 0.03, -0.04], [0.02, 0.00, 0.03], [0.00, 0.06, -0.03], [0.02, 0.00, -0.06], [-0.01, 0.01, 0.04], [-0.01, -0.01, -0.07], [-0.02, 0.00, 0.00], [0.00, -0.01, 0.02], [0.01, 0.01, 0.02], [0.02, 0.02, -0.01], [0.00, -0.03, 0.01], [0.02, 0.00, 0.01], [-0.02, 0.00, 0.01], [0.00, 0.00, -0.02], [0.00, -0.08, -0.01], [0.02, -0.02, -0.02], [-0.02, 0.02, 0.00], [0.02, 0.01, -0.02], [-0.01, 0.02, 0.01], [-0.02, -0.02, -0.01], [0.02, 0.01, -0.01], [0.00, -0.01, 0.01], [-0.01, 0.02, 0.01], [-0.02, -0.01, -0.02], [0.00, 0.02, 0.01], [0.01, -0.02, 0.01], [0.04, -0.02, 0.04], [0.04, -0.01, -0.04], [-0.01, 0.01, 0.01], [-0.01, -0.02, 0.00], [-0.02, -0.02, 0.03], [0.03, 0.01, 0.00], [0.00, 0.00, -0.02], [-0.02, -0.03, 0.01], [0.04, -0.02, -0.01], [0.00, -0.04, 0.00], [0.01, 0.00, 0.03], [-0.03, 0.04, -0.02], [0.01, 0.03, -0.06], [-0.02, 0.02, 0.00], [0.03, 0.01, -0.01], [0.00, -0.01, 0.03], [-0.02, 0.01, 0.00], [0.00, -0.01, 0.03], [0.00, -0.02, -0.02], [0.03, 0.02, -0.01], [0.00, -0.02, -0.02], [0.00, -0.01, 0.02], [0.14, -0.06, 0.38], [-0.04, 0.14, -0.07], [0.04, 0.10, 0.05], [-0.07, -0.05, 0.07], [0.03, -0.02, -0.02], [0.02, 0.02, 0.01], [-0.02, -0.04, 0.02], [-0.02, 0.02, -0.03], [-0.06, -0.18, -0.09], [0.08, 0.06, 0.03], [-0.01, 0.01, 0.04], [0.01, -0.03, -0.02], [0.01, 0.00, -0.02], [-0.05, 0.02, 0.03], [-0.04, 0.02, 0.03], [0.00, 0.01, 0.01], [0.01, 0.00, -0.01], [0.00, 0.00, 0.00], [0.00, -0.03, 0.00], [-0.05, 0.03, 0.05], [0.00, 0.00, 0.01], [0.00, 0.01, -0.02], [0.00, -0.01, -0.01], [-0.02, -0.04, 0.01]]}

***

{"formula": "C46H66BIrN8O3PSSi", "method": "the ωB97M-V functional and the def2-TZVPD basis", "charge": 1, "gap_ha": 0.19760, "e_lumo_ev": -4.50, "e_above_lowest_kj_mol": 63.3, "total_energy_ha": -3614.56477, "species": ["Ir", "C", "C", "C", "C", "N", "N", "B", "N", "C", "C", "C", "C", "N", "N", "C", "C", "C", "C", "N", "N", "C", "C", "C", "C", "N", "H", "H", "H", "H", "H", "H", "H", "H", "H", "H", "H", "H", "H", "H", "H", "H", "H", "H", "H", "H", "C", "P", "C", "C", "H", "H", "H", "H", "H", "H", "H", "H", "H", "C", "C", "C", "C", "O", "Si", "S", "O", "C", "C", "C", "C", "O", "C", "C", "C", "C", "H", "H", "H", "H", "H", "H", "H", "H", "H", "H", "H", "H", "H", "H", "H", "H", "H", "H", "H", "H", "H", "H", "H", "H", "H", "H", "H", "C", "C", "C", "C", "C", "C", "C", "C", "C", "C", "C", "C", "C", "C", "C", "H", "H", "H", "H", "H", "H", "H", "H", "H", "H"], "xyz": [[-0.1111, 0.0222, -0.1779], [-2.9308, -0.8883, -2.4346], [-2.0462, -1.9152, -1.8262], [-2.1388, -3.2879, -2.0398], [-1.1857, -3.8484, -1.2250], [-0.5608, -2.8683, -0.5671], [-1.0647, -1.6656, -0.9439], [0.4615, -3.0421, 0.5849], [-0.0416, -2.2480, 1.7983], [-0.1331, -2.6164, 3.0752], [-0.6354, -1.5602, 3.7984], [-0.8488, -0.5423, 2.8701], [-1.4794, 0.7750, 3.1260], [-0.4697, -0.9620, 1.6521], [1.7936, -2.3902, 0.1939], [3.0528, -2.7975, 0.3712], [3.8971, -1.7935, -0.0277], [3.0700, -0.7462, -0.4258], [3.5897, 0.5656, -0.9006], [1.7753, -1.1159, -0.2890], [0.5254, -4.5272, 0.9031], [1.4345, -5.5199, 0.7072], [0.8881, -6.6916, 1.1510], [-0.3985, -6.3370, 1.6137], [-1.4540, -7.2236, 2.1965], [-0.6138, -5.0437, 1.4573], [-3.8605, -1.3562, -2.7528], [-3.1620, -0.1011, -1.7214], [-2.4729, -0.4423, -3.3102], [-2.8368, -3.7972, -2.6823], [-0.9305, -4.8805, -1.0601], [0.1536, -3.6057, 3.3886], [-0.8509, -1.5301, 4.8530], [-1.5060, 0.9736, 4.1971], [-0.9428, 1.5720, 2.6114], [-2.5024, 0.7515, 2.7551], [3.2843, -3.7572, 0.7907], [4.9739, -1.7933, -0.0183], [4.6660, 0.4751, -1.0426], [3.1569, 0.8667, -1.8476], [3.3945, 1.3503, -0.1708], [2.3854, -5.3574, 0.2347], [1.3457, -7.6672, 1.1498], [-1.0676, -8.2276, 2.3613], [-1.8091, -6.8249, 3.1462], [-2.3127, -7.2912, 1.5279], [-0.9363, 1.6847, -3.3912], [0.2964, 1.0021, -2.2378], [1.3167, 2.5103, -2.1620], [1.1640, -0.1652, -3.3349], [-0.3681, 2.2270, -4.1468], [-1.5927, 2.3843, -2.8740], [-1.5392, 0.9300, -3.8830], [1.9269, 2.5849, -3.0648], [1.9378, 2.5476, -1.2752], [0.6365, 3.3630, -2.1308], [1.8333, 0.3694, -4.0087], [0.4217, -0.7018, -3.9304], [1.7210, -0.9005, -2.7633], [3.3280, 3.1013, 5.5783], [2.2662, 2.5684, 4.6301], [2.1296, 1.0591, 4.7504], [0.9347, 3.2626, 4.8866], [2.7414, 2.8383, 3.2996], [2.1190, 3.3289, 1.8913], [1.0858, 1.7426, 0.9656], [3.3482, 3.6331, 0.8602], [4.6680, 4.1886, 1.0558], [5.6448, 3.0306, 1.1876], [4.7168, 5.0789, 2.2957], [4.9587, 5.0129, -0.1884], [1.1740, 4.6231, 2.1546], [0.3342, 5.4804, 1.3750], [0.2445, 6.7898, 2.1412], [0.9490, 5.6985, 0.0003], [-1.0393, 4.8391, 1.2629], [3.0548, 2.8867, 6.6136], [3.4321, 4.1818, 5.4624], [4.2906, 2.6320, 5.3686], [1.7619, 0.7876, 5.7434], [3.0973, 0.5793, 4.5951], [1.4337, 0.6835, 3.9987], [0.5926, 3.0411, 5.8997], [0.1815, 2.9204, 4.1760], [1.0391, 4.3421, 4.7762], [5.3096, 2.3502, 1.9728], [6.6397, 3.4001, 1.4435], [5.7137, 2.4786, 0.2483], [4.6234, 4.4876, 3.2058], [3.9002, 5.8059, 2.2697], [5.6628, 5.6210, 2.3261], [4.8130, 4.4072, -1.0850], [5.9889, 5.3737, -0.1718], [4.2925, 5.8764, -0.2377], [1.2290, 7.2525, 2.2250], [-0.1408, 6.6089, 3.1461], [-0.4266, 7.4839, 1.6304], [1.9384, 6.1494, 0.0925], [0.3176, 6.3593, -0.5976], [1.0555, 4.7443, -0.5162], [-1.4548, 4.6983, 2.2632], [-0.9641, 3.8696, 0.7706], [-1.7143, 5.4845, 0.6927], [-1.7204, 1.0526, -0.0370], [-2.7652, 1.7233, 0.0552], [-3.9427, 2.3992, 0.1281], [-4.6666, 2.4868, 1.4038], [-3.9829, 2.8101, 2.5760], [-4.6625, 2.8788, 3.7792], [-6.0244, 2.6093, 3.8232], [-6.7132, 2.2852, 2.6596], [-6.0426, 2.2338, 1.4500], [-4.5300, 3.0223, -1.0605], [-5.4280, 4.0879, -0.9303], [-5.9808, 4.6743, -2.0565], [-5.6486, 4.2016, -3.3190], [-4.7475, 3.1507, -3.4613], [-4.1883, 2.5709, -2.3406], [-2.9294, 3.0451, 2.5234], [-4.1304, 3.1414, 4.6842], [-6.5530, 2.6541, 4.7664], [-7.7744, 2.0774, 2.6950], [-6.5728, 1.9696, 0.5437], [-5.6704, 4.4709, 0.0518], [-6.6695, 5.5012, -1.9492], [-6.0937, 4.6522, -4.1968], [-4.4918, 2.7849, -4.4472], [-3.5115, 1.7346, -2.4320]], "atomic_forces_ev_per_a": [[-0.58, -0.16, -0.66], [0.01, 0.00, 0.11], [0.01, 0.05, 0.05], [-0.07, -0.01, -0.05], [0.01, -0.08, -0.03], [0.20, 0.14, -0.13], [-0.03, -0.23, -0.24], [0.01, -0.16, 0.11], [-0.23, 0.16, -0.13], [0.07, -0.08, 0.15], [-0.11, 0.03, 0.07], [0.09, -0.05, -0.17], [-0.03, 0.02, -0.03], [0.17, -0.21, 0.76], [-0.03, -0.12, -0.24], [0.04, -0.02, 0.06], [0.07, 0.04, 0.02], [-0.21, -0.02, 0.04], [-0.01, -0.07, 0.04], [0.40, 0.15, 0.18], [0.01, 0.10, 0.24], [-0.05, 0.09, -0.16], [-0.06, -0.08, 0.04], [-0.08, -0.03, -0.01], [0.03, 0.06, -0.01], [0.22, -0.02, 0.01], [-0.01, -0.01, 0.03], [0.00, -0.05, 0.00], [-0.08, -0.07, -0.07], [0.02, 0.03, 0.02], [0.00, 0.03, 0.06], [-0.05, 0.02, -0.07], [0.02, 0.02, -0.04], [0.03, 0.00, -0.01], [-0.01, 0.02, 0.05], [-0.05, 0.01, 0.05], [-0.03, 0.00, 0.03], [-0.04, -0.01, -0.01], [-0.02, -0.01, -0.02], [0.00, -0.02, -0.12], [0.02, 0.01, -0.03], [-0.02, 0.02, -0.03], [-0.02, 0.04, -0.02], [0.00, 0.01, 0.00], [0.01, -0.02, 0.00], [0.01, -0.02, 0.00], [-0.32, -0.05, 0.21], [0.78, 0.26, -0.22], [0.07, 0.09, -0.07], [-0.12, -0.10, -0.09], [0.00, 0.01, -0.02], [0.11, 0.04, -0.03], [0.08, 0.06, -0.05], [-0.07, 0.01, -0.03], [0.02, 0.04, -0.03], [0.00, -0.02, 0.01], [-0.03, -0.01, -0.04], [0.02, 0.01, 0.02], [0.09, 0.02, 0.03], [0.04, 0.00, 0.03], [-0.06, -0.03, -0.12], [-0.06, -0.05, 0.08], [0.03, 0.02, -0.01], [0.10, 0.21, 0.02], [-0.13, -0.30, -0.51], [-0.01, 0.04, 0.74], [0.01, 0.04, 0.04], [-0.10, 0.11, 0.11], [0.02, -0.05, 0.00], [-0.10, -0.03, -0.03], [0.03, 0.02, -0.02], [0.06, 0.07, 0.26], [0.17, -0.04, -0.05], [-0.02, 0.06, 0.02], [-0.03, 0.04, -0.02], [-0.10, 0.02, -0.01], [0.02, 0.01, -0.03], [0.00, -0.02, 0.01], [-0.02, 0.01, 0.00], [0.02, -0.01, -0.04], [-0.02, 0.01, -0.02], [0.01, 0.00, 0.00], [0.00, -0.01, -0.03], [-0.04, -0.01, 0.00], [-0.01, -0.02, 0.02], [0.02, 0.03, 0.01], [-0.01, -0.02, -0.01], [-0.01, 0.00, 0.03], [0.01, 0.01, -0.01], [0.06, 0.00, 0.00], [-0.01, 0.00, 0.00], [0.01, 0.01, 0.02], [-0.03, -0.01, -0.02], [0.02, -0.03, -0.02], [-0.02, -0.01, 0.00], [0.01, 0.01, -0.02], [0.03, 0.00, 0.02], [-0.03, -0.02, -0.01], [0.02, -0.01, 0.01], [0.02, 0.02, -0.01], [0.00, 0.00, -0.01], [0.00, -0.05, -0.02], [0.02, -0.04, 0.03], [-0.51, 0.23, 0.14], [0.51, -0.16, -0.07], [-0.33, 0.12, -0.11], [0.05, 0.00, -0.07], [0.03, 0.03, 0.01], [-0.03, 0.01, 0.01], [0.01, -0.01, -0.03], [0.03, -0.01, -0.01], [-0.01, 0.02, 0.01], [0.08, -0.09, 0.14], [-0.07, 0.08, 0.00], [0.04, -0.02, 0.04], [0.01, 0.00, 0.00], [-0.01, 0.02, 0.00], [-0.04, -0.06, 0.02], [0.03, -0.05, 0.01], [-0.01, 0.01, -0.02], [0.00, 0.01, -0.01], [0.02, -0.02, 0.01], [0.01, 0.01, 0.01], [0.00, -0.01, -0.02], [0.01, 0.00, 0.00], [0.02, 0.00, 0.01], [-0.01, 0.00, 0.01], [-0.05, 0.06, -0.03]]}